Entry 1:
Here is a single C7H6 molecule from OMol25. Energies are from ωB97M-V with the def2-TZVPD basis set.

Each line ends with the natural charge from an NBO analysis.
Geometry (Å):
C1 0.47 -0.27 0.64  -0.299
C2 2.14 -0.50 -1.33  -0.489
H1 0.57 1.90 0.81  0.260
C3 1.32 -0.40 -0.33  0.096
C4 -2.59 -0.74 -0.45  -0.116
H2 -3.19 -1.47 -0.91  0.236
C5 -1.45 1.30 0.63  0.108
H3 1.77 -0.54 -2.35  0.220
H4 0.05 -1.14 1.12  0.230
H5 -0.16 1.10 2.20  0.273
C6 -0.07 1.06 1.10  -0.555
C7 -2.07 0.25 0.06  -0.182
H6 3.21 -0.55 -1.20  0.220

For the relative energy (zero: lowest compared OMol25 entry of this formula, charge and spin), the calculation gives 413.69 kJ/mol. Its net charge is 0. The gap between HOMO and LUMO (spin up / spin down) is 7.147 / 7.149 eV.

***

Entry 2:
Here is a single C7H6 molecule at a distorted geometry from OMol25. Energies are from ωB97M-V with the def2-TZVPD basis set.

Each line ends with the natural charge from an NBO analysis.
Geometry (Å):
C1 0.38 -0.86 0.54  -0.333
C2 -0.39 1.56 0.07  -0.528
C3 1.47 -0.29 -0.30  -0.460
C4 -1.58 0.72 -0.41  0.126
C5 -0.96 -1.24 -0.12  -0.067
H1 1.52 -0.59 -1.29  0.213
H2 -0.93 -1.97 -0.86  0.194
H3 2.41 -0.27 0.21  0.222
C6 -2.06 -0.42 -0.04  -0.175
H4 -0.81 2.02 0.99  0.255
H5 -0.04 2.32 -0.58  0.232
H6 0.38 -1.54 1.37  0.227
C7 0.62 0.55 0.42  0.095

For the relative energy (zero: lowest compared OMol25 entry of this formula, charge and spin), the calculation gives 607.68 kJ/mol. Its net charge is 0. The gap between HOMO and LUMO (spin up / spin down) is 6.629 / 8.474 eV.

***

Entry 3:
Here is a molecular structure, C7H6BF4IrN5O2 from OMol25. Energies are from ωB97M-V with the def2-TZVPD basis set.

Each line ends with the natural charge from an NBO analysis.
Geometry (Å):
F1 -2.76 0.13 -2.36  -0.511
F2 -2.98 -2.17 -2.34  -0.488
C1 0.44 0.50 1.70  0.295
H1 0.24 3.30 1.80  0.240
H2 -0.65 3.76 -2.20  0.237
F3 -1.99 -1.09 -0.52  -0.499
O1 0.77 -3.09 -0.63  -0.607
N1 0.50 -0.81 1.30  -0.445
C2 1.95 -2.66 -0.80  0.634
F4 -0.85 -1.21 -2.50  -0.518
H3 0.86 -2.56 2.50  0.262
C3 0.06 2.85 0.83  0.059
O2 2.08 -1.39 -0.87  -0.578
N2 0.64 0.66 2.97  -0.183
C4 0.75 -1.49 2.41  0.241
N3 -0.21 3.66 -0.19  -0.306
H4 -0.54 1.27 -2.54  0.258
B1 -2.30 -1.09 -2.01  1.376
N4 0.83 -0.61 3.40  -0.301
H5 1.01 -0.79 4.38  0.453
H6 2.81 -3.32 -0.88  0.182
Ir1 0.09 -1.10 -0.62  1.369
C5 -0.42 3.11 -1.37  0.042
C6 0.13 1.48 0.66  0.106
C7 -0.36 1.73 -1.57  0.051
N5 -0.08 0.93 -0.55  -0.369

For the relative energy (zero: lowest compared OMol25 entry of this formula, charge and spin), the calculation gives 5.30 kJ/mol. Its net charge is +1. The gap between HOMO and LUMO is 9.480 eV.

***

Entry 4:
Here is a molecular structure, C7H6Cl2N2NdO3SYb at a distorted geometry from OMol25. Energies are from ωB97M-V with the def2-TZVPD basis set.

Each line ends with the Mulliken charge.
Geometry (Å):
C1 0.03 -2.27 3.65  -0.640
C2 0.11 0.23 4.16  -0.115
O1 0.62 -2.16 -2.39  0.067
Nd1 -2.41 -0.43 -1.50  1.673
C3 -1.02 -0.42 2.32  -0.148
C4 -0.42 0.89 -2.21  0.039
C5 0.63 2.18 0.45  0.123
O2 0.49 1.45 -2.65  0.049
N1 -1.02 0.95 2.42  0.126
O3 0.49 3.07 -0.27  -0.039
S1 -1.09 -1.39 0.85  -0.170
C6 -0.30 1.35 3.53  -0.496
H1 0.93 -2.54 3.07  0.406
H2 -0.21 2.39 3.80  0.472
Yb1 1.28 0.07 1.84  1.635
H3 0.22 -2.40 4.72  0.328
H4 0.66 0.07 5.07  0.567
Cl1 -3.39 -1.83 -3.32  -0.114
N2 -0.34 -0.86 3.42  -0.042
H5 -1.56 1.55 1.79  0.273
C7 -0.36 -1.63 -2.10  -0.017
H6 -0.81 -2.90 3.33  0.352
Cl2 2.44 -0.06 -0.34  -0.329

For the relative energy (zero: lowest compared OMol25 entry of this formula, charge and spin), the calculation gives 339.31 kJ/mol. Its net charge is +4. The gap between HOMO and LUMO (spin up / spin down) is 7.476 / 6.505 eV. Its multiplicity is 5.

***

Entry 5:
Here is 2 unconnected molecules or ions with the total composition C7H6Cl2S at a distorted geometry from OMol25. Energies are from ωB97M-V with the def2-TZVPD basis set.

Each line ends with the natural charge from an NBO analysis.
Geometry (Å):
H1 2.19 0.81 0.55  0.120
H2 -1.28 1.84 -1.03  0.220
S1 2.83 -0.19 0.12  0.075
C1 -0.89 0.12 1.79  -0.212
H3 -1.26 -0.64 -1.93  0.235
Cl1 1.60 0.80 -2.51  0.024
H4 -1.10 0.18 2.83  0.222
H5 -0.85 -2.07 1.94  0.228
C2 -0.93 -1.32 -0.08  0.195
C3 -1.00 0.99 -0.48  -0.209
C4 1.97 -0.53 -1.44  -0.296
C5 -0.93 1.15 0.84  -0.227
C6 -0.79 -1.18 1.32  -0.321
Cl2 2.68 -1.87 -2.15  0.074
C7 -0.98 -0.26 -0.98  -0.341
H6 -1.25 2.19 1.21  0.213

For the relative energy (zero: lowest compared OMol25 entry of this formula, charge and spin), the calculation gives 207.83 kJ/mol. Its net charge is 0. The gap between HOMO and LUMO (spin up / spin down) is 8.743 / 7.666 eV.

***

Entry 6:
Here is a molecular structure, C7H6ClNaO9P2 at a distorted geometry from OMol25. Energies are from ωB97M-V with the def2-TZVPD basis set.

Each line ends with the natural charge from an NBO analysis.
Geometry (Å):
H1 3.64 0.21 -0.93  0.193
C1 2.73 0.80 -1.05  -0.316
C2 1.62 2.91 -1.14  -0.104
Cl1 1.66 4.69 -1.08  -0.108
O1 -1.56 1.57 1.42  -1.114
Na1 0.21 -1.96 -0.10  0.909
O2 -0.89 0.32 -1.68  -0.566
H2 -2.37 -2.65 0.25  0.522
P1 -1.17 0.18 1.12  2.258
O3 1.55 -1.23 -1.36  -0.847
O4 -2.04 -2.94 3.57  -1.154
C3 2.78 2.18 -0.98  -0.247
C4 -1.64 -0.41 -0.63  0.069
O5 -1.99 -0.90 2.02  -1.116
P2 -1.66 -2.52 2.21  2.550
O6 -2.59 -3.16 1.10  -1.062
O7 -1.61 -1.75 -0.79  -0.931
H3 3.73 2.69 -0.81  0.194
H4 -2.65 0.01 -0.69  0.143
H5 0.29 -1.19 1.75  0.505
C5 0.36 0.87 -1.42  0.172
O8 -0.19 -2.65 1.77  -1.229
C6 0.42 2.25 -1.34  -0.246
O9 0.35 -0.19 1.51  -1.041
H6 -0.51 2.80 -1.43  0.222
C7 1.54 0.06 -1.28  0.343

For the relative energy (zero: lowest compared OMol25 entry of this formula, charge and spin), the calculation gives 27.21 kJ/mol. Its net charge is -2. The gap between HOMO and LUMO is 5.480 eV.

***

Entry 7:
Here is a molecular structure, C7H6F13NO5S2 at a distorted geometry from OMol25. Energies are from ωB97M-V with the def2-TZVPD basis set.

Each line ends with the natural charge from an NBO analysis.
Geometry (Å):
H1 -4.81 4.54 2.30  0.178
F1 -1.93 -1.57 0.78  -0.290
O1 2.94 -0.79 -2.67  -0.754
F2 1.17 -3.65 1.89  -0.413
C1 -0.34 -1.31 -1.86  0.606
H2 -3.34 5.29 0.41  0.211
F3 0.81 0.75 -0.69  -0.299
N1 1.81 -2.09 -0.50  -0.885
F4 3.26 -0.12 1.12  -0.301
C2 3.96 -0.13 -0.19  0.796
O2 3.67 -3.08 1.32  -0.746
F5 3.71 1.19 -0.88  -0.302
F6 -1.49 0.87 -1.33  -0.294
C3 -3.87 4.02 2.07  -0.060
S1 2.30 -3.37 0.59  2.195
C4 -3.48 4.23 0.63  -0.633
F7 -0.14 -3.55 -0.74  -0.305
C5 -0.93 -0.48 0.72  0.932
C6 -0.44 -0.07 -0.79  0.578
O3 4.30 -2.59 -1.62  -0.745
O4 -4.06 2.63 2.33  -0.719
F8 0.19 -0.77 1.68  -0.311
O5 2.58 -4.69 -0.24  -0.720
H3 -3.10 4.39 2.75  0.154
H4 -4.26 3.84 -0.04  0.213
C7 0.70 -2.51 -1.44  0.783
H5 -3.22 2.18 2.13  0.462
F9 -1.62 0.74 1.28  -0.327
F10 5.44 -0.24 -0.09  -0.278
F11 0.00 -0.68 -3.19  -0.289
H6 -2.56 3.69 0.39  0.196
F12 -1.67 -1.99 -2.11  -0.291
S2 3.22 -1.48 -1.32  1.950
F13 1.20 -3.21 -2.68  -0.291

For the relative energy (zero: lowest compared OMol25 entry of this formula, charge and spin), the calculation gives 1138.10 kJ/mol. Its net charge is 0. The gap between HOMO and LUMO is 6.880 eV.

***

Entry 8:
Here is 2 unconnected molecules or ions with the total composition C7H6FIS at a distorted geometry from OMol25. Energies are from ωB97M-V with the def2-TZVPD basis set.

Each line ends with the natural charge from an NBO analysis.
Geometry (Å):
C1 -2.62 -3.11 -0.07  0.241
C2 -2.54 -2.39 -1.19  -0.344
F1 -3.50 -4.01 0.17  -0.296
C3 -0.59 -1.75 -0.16  -0.111
C4 -1.35 -1.50 -1.20  -0.380
H1 -1.04 -0.74 -2.00  0.243
H2 0.39 1.26 -0.25  0.228
H3 2.36 0.76 2.18  0.225
S1 -1.17 -2.92 0.98  0.307
C5 1.38 0.52 1.61  -0.462
H4 2.12 1.67 -0.34  0.221
C6 1.64 -0.47 0.50  -0.114
I1 3.24 -1.55 -0.19  0.250
H5 -3.27 -2.49 -1.98  0.234
C7 1.28 0.95 0.12  -0.473
H6 0.58 0.33 2.18  0.229

For the relative energy (zero: lowest compared OMol25 entry of this formula, charge and spin), the calculation gives 408.70 kJ/mol. Its net charge is 0. The gap between HOMO and LUMO (spin up / spin down) is 7.658 / 8.311 eV.

***

Entry 9:
Here is 2 unconnected molecules or ions with the total composition C7H6FN at a distorted geometry from OMol25. Energies are from ωB97M-V with the def2-TZVPD basis set.

Each line ends with the natural charge from an NBO analysis.
Geometry (Å):
H1 -1.54 2.72 -0.52  0.206
C1 1.29 -2.23 1.99  -0.231
H2 0.02 2.41 -1.40  0.211
C2 -2.09 -2.04 -0.88  0.194
N1 -3.22 -2.14 -0.65  -0.267
H3 1.28 -2.28 3.08  0.242
C3 -1.09 0.62 -0.53  -0.259
H4 0.49 -0.13 -1.94  0.230
F1 -0.28 -2.55 -2.30  -0.295
C4 1.53 -2.27 0.83  -0.238
H5 -1.87 0.34 0.08  0.227
H6 1.46 -2.24 -0.21  0.223
C5 -0.40 -0.42 -1.21  -0.191
C6 -0.85 1.90 -0.85  -0.321
C7 -0.83 -1.70 -1.42  0.270

For the relative energy (zero: lowest compared OMol25 entry of this formula, charge and spin), the calculation gives 378.93 kJ/mol. Its net charge is 0. The gap between HOMO and LUMO is 9.081 eV.

***

Entry 10:
Here is a molecular structure, C7H6GaO5 at a distorted geometry from OMol25. Energies are from ωB97M-V with the def2-TZVPD basis set.

Each line ends with the natural charge from an NBO analysis.
Geometry (Å):
H1 -0.97 0.63 3.41  0.291
C1 1.07 -0.67 2.36  -0.745
H2 0.96 -0.61 3.43  0.291
O1 2.57 -1.37 -0.91  -0.193
O2 0.02 -0.06 0.33  -0.747
H3 -1.12 1.77 2.13  0.289
H4 1.07 -1.73 2.10  0.286
Ga1 -0.03 0.41 -2.09  1.239
O3 -2.57 -1.32 -0.91  -0.179
O4 0.00 -1.65 -4.65  -0.145
C2 0.02 2.44 -2.96  0.564
C3 1.86 -0.61 -1.47  0.563
H5 -2.04 0.27 2.11  0.283
H6 2.05 -0.28 2.12  0.282
C4 -1.87 -0.57 -1.47  0.551
O5 0.03 3.42 -3.57  -0.130
C5 -1.07 0.70 2.33  -0.762
C6 0.00 -0.79 -3.87  0.508
C7 0.02 0.02 1.58  0.753

For the relative energy (zero: lowest compared OMol25 entry of this formula, charge and spin), the calculation gives 24.56 kJ/mol. Its net charge is +3. The gap between HOMO and LUMO (spin up / spin down) is 6.453 / 6.452 eV.

***

Entry 11:
Here is a molecular structure, C7H6MnNO7 at a distorted geometry from OMol25. Energies are from ωB97M-V with the def2-TZVPD basis set.

Each line ends with the natural charge from an NBO analysis.
Geometry (Å):
C1 1.09 1.37 0.58  0.521
O1 -1.16 0.16 -2.46  -0.239
H1 -2.57 0.88 0.58  0.468
N1 -2.90 0.73 1.56  -0.666
C2 -2.46 -0.68 1.84  -0.280
H2 -2.92 -1.35 1.11  0.312
H3 -2.39 1.38 2.18  0.459
H4 -2.75 -0.99 2.84  0.305
O2 2.23 2.63 -2.58  -0.194
O3 0.78 2.15 1.38  -0.265
O4 -0.10 -0.83 2.42  0.004
H5 -3.90 0.89 1.66  0.497
C3 2.09 1.68 -1.92  0.599
C4 5.18 -1.56 -2.73  0.434
C5 -0.17 0.16 -1.85  0.668
H6 2.05 -0.43 -2.13  0.207
O5 1.18 -2.46 0.11  -0.241
C6 1.38 -1.35 -0.15  0.570
C7 -0.96 -0.55 1.58  0.732
Mn1 1.34 0.31 -0.93  0.217
O6 -0.83 0.01 0.41  -0.691
O7 5.82 -2.15 -3.48  -0.416

Its net charge is +3. The gap between HOMO and LUMO (spin up / spin down) is 5.322 / 3.703 eV. Its multiplicity is 4.

***

Entry 12:
Here is 2 unconnected molecules or ions with the total composition C7H6N2O4S at a distorted geometry from OMol25. Energies are from ωB97M-V with the def2-TZVPD basis set.

Each line ends with the natural charge from an NBO analysis.
Geometry (Å):
C1 -0.14 0.93 1.12  -0.182
H1 -1.69 -3.39 -1.93  0.451
C2 0.38 2.23 1.48  -0.188
C3 1.64 0.78 -0.53  -0.204
C4 -2.49 -2.72 -0.16  0.905
S1 0.09 -1.42 -0.54  2.093
O1 -2.89 -2.50 0.88  -0.444
O2 -2.11 -0.17 -1.05  -0.339
O3 -0.23 -2.33 0.53  -0.934
H2 -1.00 0.54 1.62  0.245
H3 1.81 3.58 1.38  0.219
C5 0.46 0.34 0.05  -0.266
H4 3.10 2.25 -0.35  0.207
O4 1.04 -1.89 -1.51  -0.912
N1 -2.27 -2.83 -1.34  -0.696
N2 -1.47 -1.10 -1.50  -0.041
H5 -0.10 2.78 2.27  0.218
C6 1.58 2.63 0.99  -0.201
H6 2.07 0.38 -1.46  0.254
C7 2.25 1.92 0.02  -0.184

For the relative energy (zero: lowest compared OMol25 entry of this formula, charge and spin), the calculation gives 151.40 kJ/mol. Its net charge is 0. The gap between HOMO and LUMO (spin up / spin down) is 8.498 / 8.498 eV.